Entry 1:
{
  "formula": "C40H61N10O6S",
  "method": "the ωB97M-V functional and the def2-TZVPD basis",
  "e_homo_ev": -9.9,
  "total_energy_ha": -2957.444509,
  "total_charge": 1,
  "symbols": ["C", "C", "O", "C", "C", "O", "C", "C", "S", "C", "O", "O", "C", "N", "C", "N", "O", "C", "C", "C", "O", "N", "H", "H", "H", "H", "H", "H", "H", "H", "H", "H", "H", "H", "H", "H", "H", "H", "H", "H", "H", "H", "H", "H", "H", "H", "H", "H", "N", "C", "C", "C", "C", "H", "H", "H", "H", "H", "N", "C", "C", "C", "C", "H", "H", "H", "H", "H", "N", "C", "C", "C", "C", "H", "H", "H", "H", "H", "N", "C", "C", "C", "C", "H", "H", "H", "H", "H", "N", "C", "C", "C", "C", "H", "H", "H", "H", "H", "N", "C", "C", "C", "C", "H", "H", "H", "H", "H", "N", "C", "C", "C", "C", "H", "H", "H", "H", "H"],
  "positions_angstrom": [[3.828, 3.310, 0.928], [4.155, 4.153, -0.378], [3.195, 4.036, -1.438], [1.889, 4.456, -1.039], [0.976, 3.141, -1.119], [-0.245, 3.275, -0.381], [-1.078, 2.128, -0.611], [-0.953, 1.044, 0.548], [-1.093, 1.909, 2.177], [-1.435, 0.800, 3.605], [-2.280, 2.831, 2.069], [0.109, 2.721, 2.531], [-2.089, -0.081, 0.509], [-1.215, -1.239, 0.870], [0.019, -1.120, 0.186], [0.776, -2.057, -0.355], [0.348, -3.349, -0.224], [1.490, -4.125, 0.263], [1.263, -4.838, 1.656], [0.309, -4.063, 2.657], [2.573, -4.884, 2.285], [0.294, 0.318, 0.202], [4.018, 3.977, 1.825], [2.793, 2.882, 0.973], [4.538, 2.435, 1.070], [5.126, 3.740, -0.792], [4.389, 5.222, -0.093], [1.850, 4.914, -0.010], [1.419, 5.207, -1.736], [0.773, 2.977, -2.218], [1.645, 2.301, -0.750], [-2.139, 2.506, -0.598], [-0.921, 1.681, -1.641], [-0.533, 0.153, 3.785], [-2.380, 0.214, 3.462], [-1.578, 1.489, 4.490], [-2.421, -0.326, -0.539], [-2.857, -0.023, 1.323], [-1.605, -2.181, 0.807], [1.630, -1.771, -0.839], [1.666, -4.946, -0.497], [2.441, -3.532, 0.309], [0.852, -5.883, 1.548], [-0.599, -4.670, 2.957], [0.876, -3.799, 3.601], [-0.065, -3.088, 2.242], [2.656, -5.783, 2.637], [0.596, 0.444, -0.775], [-4.906, -2.930, -2.911], [-6.143, -2.425, -3.207], [-6.501, -1.562, -2.202], [-5.439, -1.541, -1.266], [-4.467, -2.392, -1.732], [-4.399, -3.592, -3.473], [-6.661, -2.723, -4.105], [-7.425, -1.007, -2.146], [-5.390, -0.965, -0.353], [-3.504, -2.662, -1.328], [3.450, 1.909, -3.668], [3.364, 0.682, -4.272], [2.733, 0.847, -5.480], [2.431, 2.226, -5.612], [2.888, 2.855, -4.481], [3.860, 2.088, -2.767], [3.758, -0.200, -3.790], [2.514, 0.064, -6.189], [1.936, 2.703, -6.443], [2.860, 3.892, -4.184], [3.419, 1.630, 5.241], [2.182, 2.146, 4.960], [1.852, 3.021, 5.965], [2.933, 3.038, 6.882], [3.887, 2.173, 6.408], [3.909, 0.958, 4.677], [1.644, 1.847, 4.075], [0.936, 3.588, 6.032], [3.005, 3.620, 7.788], [4.853, 1.896, 6.800], [0.596, -8.199, 4.218], [-0.581, -7.498, 4.203], [-1.524, -8.270, 3.572], [-0.894, -9.484, 3.197], [0.412, -9.413, 3.611], [1.461, -7.873, 4.615], [-0.645, -6.515, 4.641], [-2.553, -7.994, 3.401], [-1.347, -10.317, 2.683], [1.224, -10.118, 3.526], [-4.198, 2.599, -3.055], [-3.422, 3.449, -3.798], [-3.080, 2.802, -4.959], [-3.675, 1.515, -4.917], [-4.361, 1.419, -3.733], [-4.587, 2.809, -2.152], [-3.182, 4.437, -3.437], [-2.470, 3.208, -5.750], [-3.610, 0.746, -5.671], [-4.949, 0.616, -3.313], [-6.475, 2.896, 0.028], [-7.712, 3.403, -0.271], [-8.067, 4.266, 0.735], [-7.003, 4.285, 1.672], [-6.033, 3.434, 1.210], [-5.969, 2.233, -0.532], [-8.231, 3.106, -1.168], [-8.989, 4.823, 0.790], [-6.953, 4.860, 2.584], [-5.070, 3.163, 1.617], [6.897, -0.898, -1.920], [6.604, 0.111, -2.801], [7.600, 0.151, -3.744], [8.525, -0.875, -3.424], [8.065, -1.506, -2.297], [6.343, -1.152, -1.123], [5.718, 0.710, -2.680], [7.656, 0.840, -4.572], [9.428, -1.123, -3.961], [8.466, -2.332, -1.731]],
  "forces_ev_per_angstrom": [[0.6, 0.1, 0.5], [1.4, -0.7, 0.5], [-0.2, 0.7, 0.8], [-1.7, -0.6, 0.2], [1.5, 0.7, -0.4], [0.1, -1.6, -1.0], [-1.6, 1.4, 0.6], [-0.9, -0.5, -2.2], [-0.2, 6.1, 2.5], [0.2, -0.5, 0.0], [1.8, -3.3, -0.6], [-1.5, -3.0, -1.1], [1.4, -0.4, 0.1], [2.5, -1.8, -1.7], [-2.6, 3.0, 2.5], [-1.3, 2.2, 1.0], [1.3, -0.1, -0.2], [0.8, -2.3, 0.1], [-0.6, 0.6, 1.2], [-0.3, 0.3, 0.2], [-0.8, -0.7, -0.8], [0.4, -3.9, -1.1], [-0.5, -0.9, -0.9], [0.8, 0.7, 0.0], [-0.7, 1.0, -0.4], [-1.2, 0.6, 0.2], [-0.7, -1.0, -0.5], [0.2, -0.6, -0.9], [0.9, -0.6, 0.5], [0.0, 0.0, 1.0], [-0.9, 0.8, -0.2], [1.0, -0.4, 0.1], [0.0, 0.2, 1.2], [-1.0, 0.5, -0.2], [1.0, 0.5, 0.0], [0.3, -0.5, -1.3], [-0.5, 1.0, 1.1], [0.4, 0.4, -1.3], [-0.1, 0.4, 0.2], [-0.1, -0.7, 0.0], [-0.3, 1.1, 0.7], [-1.1, -0.2, 0.1], [0.5, 1.1, -0.2], [1.1, 0.6, -0.5], [-0.5, -0.5, -1.2], [0.3, -0.9, 0.4], [0.2, 0.3, -0.1], [0.1, 1.2, 0.7], [-0.1, 0.2, 0.0], [0.0, 0.0, 0.0], [-0.1, 0.0, -0.2], [0.3, 0.0, 0.1], [0.1, 0.0, 0.0], [-0.1, 0.1, 0.0], [0.0, 0.0, 0.1], [0.0, -0.1, 0.0], [-0.1, -0.1, 0.0], [-0.1, -0.1, 0.0], [0.0, -0.1, -0.1], [-0.1, -0.1, 0.1], [0.0, -0.2, 0.1], [0.0, 0.1, 0.1], [-0.1, 0.1, 0.0], [-0.1, 0.2, -0.1], [0.1, 0.0, -0.1], [0.0, 0.0, 0.0], [0.1, 0.0, 0.0], [0.0, -0.1, 0.0], [0.0, 0.1, 0.1], [-0.1, -0.1, 0.0], [-0.1, -0.1, -0.2], [0.2, -0.1, 0.1], [0.0, 0.0, 0.1], [0.0, 0.1, 0.1], [0.0, 0.2, 0.0], [0.1, 0.0, 0.0], [0.0, 0.0, -0.1], [-0.1, 0.0, 0.0], [0.0, 0.0, -0.1], [0.0, 0.1, -0.1], [0.0, 0.2, 0.0], [0.2, -0.1, 0.0], [0.0, 0.0, -0.1], [-0.1, -0.1, 0.1], [0.0, -0.1, 0.0], [0.1, 0.0, 0.0], [0.0, 0.0, 0.1], [-0.1, 0.0, 0.0], [0.1, -0.1, 0.0], [0.1, 0.1, 0.0], [0.1, 0.2, 0.1], [-0.1, -0.1, 0.1], [0.0, -0.2, 0.1], [0.0, 0.2, -0.1], [0.0, 0.0, -0.1], [-0.1, 0.0, 0.0], [0.0, 0.1, 0.0], [0.0, 0.0, -0.1], [0.0, 0.1, 0.0], [-0.1, 0.0, -0.1], [0.0, -0.1, -0.2], [0.2, -0.1, 0.0], [0.1, 0.0, 0.2], [-0.2, 0.0, 0.1], [0.0, 0.0, 0.1], [0.1, 0.0, 0.0], [0.0, 0.0, -0.1], [0.0, 0.1, 0.0], [0.0, 0.0, -0.1], [0.0, 0.0, 0.0], [-0.2, 0.1, 0.0], [0.0, -0.2, 0.1], [0.1, 0.0, 0.0], [0.1, 0.0, 0.0], [0.1, 0.0, 0.0], [0.0, 0.0, 0.1], [-0.1, 0.0, 0.0], [0.0, 0.1, -0.1]],
  "mulliken_charge": [-0.436, -0.496, -0.308, -0.833, 0.183, -0.427, -1.208, 0.849, 1.508, -1.006, -0.669, -0.565, -1.232, -0.101, -0.037, 0.014, -0.199, -0.615, 0.478, -0.464, -0.587, -0.243, 0.256, -0.099, 0.302, 0.299, 0.395, 0.297, 0.377, 0.323, -0.052, 0.295, 0.593, 0.360, 0.382, 0.415, 0.278, 0.256, 0.511, 0.248, 0.267, 0.318, 0.334, 0.153, 0.329, -0.229, 0.339, 0.413, 0.023, -0.506, -0.744, -0.106, -0.668, 0.195, 0.406, 0.431, 0.506, 0.463, 0.362, -0.760, -0.444, -0.704, -0.439, 0.159, 0.458, 0.449, 0.437, 0.495, 0.008, -0.382, -0.358, -0.634, -0.520, 0.190, 0.472, 0.437, 0.397, 0.398, 0.003, -0.643, -0.337, -0.391, -0.544, 0.222, 0.491, 0.420, 0.400, 0.401, 0.218, -0.677, -0.398, -0.673, -0.181, 0.107, 0.415, 0.462, 0.432, 0.307, 0.142, -0.399, -0.541, -0.572, -0.414, 0.170, 0.384, 0.396, 0.403, 0.443, 0.029, -0.311, -0.527, -0.490, -0.491, 0.183, 0.371, 0.409, 0.397, 0.396]
}

=====

Entry 2:
{
  "formula": "C39H53IrN4PSbSi3",
  "method": "the ωB97M-V functional and the def2-TZVPD basis",
  "relative_energy_kj_mol": 217.4,
  "e_homo_ev": -12.6,
  "total_energy_ha": -3290.971815,
  "total_charge": 2,
  "symbols": ["Ir", "N", "P", "C", "C", "C", "C", "C", "C", "C", "C", "C", "C", "C", "C", "C", "C", "C", "C", "C", "N", "H", "H", "H", "H", "H", "H", "H", "H", "H", "H", "H", "H", "H", "H", "H", "C", "Sb", "C", "C", "C", "C", "C", "C", "N", "Si", "C", "C", "C", "C", "C", "C", "C", "C", "C", "N", "Si", "C", "C", "C", "Si", "C", "C", "C", "H", "H", "H", "H", "H", "H", "H", "H", "H", "H", "H", "H", "H", "H", "H", "H", "H", "H", "H", "H", "H", "H", "H", "H", "H", "H", "H", "H", "H", "H", "H", "H", "H", "H", "H", "H", "H", "H"],
  "positions_angstrom": [[-0.354, -0.041, -0.767], [-1.957, 0.374, -3.297], [-2.266, -0.388, -1.805], [-2.608, -2.113, -2.164], [-1.800, -3.124, -1.655], [-2.023, -4.445, -2.024], [-3.052, -4.749, -2.900], [-3.876, -3.743, -3.397], [-3.664, -2.428, -3.025], [-3.851, 0.270, -1.295], [-4.455, -0.369, -0.206], [-5.695, 0.044, 0.246], [-6.345, 1.096, -0.390], [-5.757, 1.727, -1.476], [-4.510, 1.321, -1.930], [-0.645, 0.574, -3.637], [-0.222, 0.967, -4.906], [1.126, 1.106, -5.138], [2.042, 0.846, -4.115], [1.565, 0.481, -2.888], [0.236, 0.353, -2.639], [-2.649, 0.378, -4.032], [-1.008, -2.886, -0.959], [-1.395, -5.232, -1.628], [-3.224, -5.777, -3.193], [-4.688, -3.989, -4.069], [-4.331, -1.654, -3.390], [-3.960, -1.205, 0.279], [-6.164, -0.463, 1.079], [-7.319, 1.415, -0.044], [-6.270, 2.537, -1.977], [-4.072, 1.824, -2.780], [-0.951, 1.137, -5.686], [1.473, 1.414, -6.115], [3.108, 0.930, -4.272], [2.228, 0.269, -2.062], [2.424, 2.733, 2.165], [2.125, 1.327, 0.575], [-0.143, 1.751, 0.037], [-0.872, 1.637, 1.358], [-2.247, 1.806, 1.476], [-2.836, 1.635, 2.723], [-2.036, 1.318, 3.806], [-0.669, 1.184, 3.597], [-0.106, 1.333, 2.403], [-0.311, 3.486, -0.809], [0.976, 3.685, -2.131], [-0.088, 4.749, 0.538], [-1.990, 3.624, -1.578], [2.449, -0.747, 1.402], [1.144, -1.263, 1.962], [1.090, -1.890, 3.213], [-0.088, -2.402, 3.714], [-1.242, -2.304, 2.950], [-1.136, -1.716, 1.713], [0.012, -1.209, 1.213], [2.971, -2.056, 0.071], [4.429, -1.443, -0.916], [3.267, -3.708, 0.882], [1.565, -2.501, -1.102], [3.885, -0.461, 2.668], [4.770, -2.023, 3.172], [3.294, 0.370, 4.239], [5.195, 0.593, 1.847], [1.784, 3.585, 1.948], [3.471, 3.030, 2.140], [2.148, 2.325, 3.129], [-2.842, 2.059, 0.607], [-3.906, 1.751, 2.843], [-2.454, 1.180, 4.794], [-0.001, 0.952, 4.419], [1.988, 3.507, -1.760], [0.940, 4.708, -2.517], [0.800, 3.017, -2.975], [0.954, 5.057, 0.640], [-0.438, 4.388, 1.508], [-0.666, 5.646, 0.300], [-2.258, 2.698, -2.077], [-1.978, 4.423, -2.325], [-2.767, 3.868, -0.850], [2.002, -1.990, 3.784], [-0.106, -2.882, 4.685], [-2.194, -2.679, 3.298], [-2.007, -1.643, 1.074], [5.372, -1.654, -0.406], [4.392, -0.368, -1.104], [4.469, -1.965, -1.876], [4.254, -3.834, 1.317], [3.147, -4.487, 0.123], [2.526, -3.898, 1.663], [0.919, -1.643, -1.326], [0.951, -3.280, -0.650], [1.949, -2.879, -2.053], [4.126, -2.824, 3.540], [5.451, -1.753, 3.984], [5.383, -2.423, 2.364], [2.229, 0.257, 4.448], [3.523, 1.434, 4.237], [3.838, -0.070, 5.079], [5.768, 0.008, 1.126], [5.894, 0.934, 2.616], [4.839, 1.483, 1.325]],
  "forces_ev_per_angstrom": [[1.6, -1.2, 0.9], [-0.1, 0.0, 0.1], [-0.4, 0.0, -0.2], [0.0, -0.1, 0.0], [-0.1, 0.0, 0.0], [0.0, 0.0, 0.0], [0.0, 0.0, 0.0], [0.0, 0.0, 0.0], [0.0, 0.0, 0.0], [0.0, 0.0, 0.3], [0.0, 0.0, 0.0], [0.0, 0.0, 0.0], [0.0, 0.0, 0.0], [0.0, 0.0, 0.0], [0.0, -0.1, 0.0], [0.1, -0.1, 0.1], [-0.1, -0.1, 0.0], [0.1, 0.0, 0.0], [0.0, -0.1, -0.1], [-0.2, -0.2, -0.1], [0.1, 1.2, -0.6], [0.1, 0.0, -0.1], [0.0, 0.0, 0.0], [0.0, 0.0, 0.0], [0.0, 0.0, 0.0], [0.0, 0.0, 0.0], [0.0, 0.0, 0.0], [-0.1, 0.0, 0.0], [0.0, 0.0, 0.0], [0.0, 0.0, 0.0], [0.0, 0.0, 0.0], [0.0, 0.0, 0.0], [0.0, 0.0, 0.0], [0.0, 0.0, 0.0], [0.0, 0.0, 0.0], [0.0, 0.1, 0.0], [-0.3, -0.1, 0.2], [1.1, -0.1, -1.0], [-0.9, 0.0, 0.6], [0.2, 0.3, -0.3], [-0.1, 0.0, 0.0], [0.0, 0.0, -0.2], [0.1, 0.0, 0.1], [-0.1, 0.1, 0.0], [-0.1, -0.1, 0.5], [0.3, -0.2, 0.2], [0.1, 0.0, -0.1], [0.0, 0.1, 0.1], [-0.2, 0.1, 0.0], [-1.1, 0.2, 0.1], [0.3, -0.1, -0.1], [0.1, -0.1, -0.1], [0.0, 0.0, 0.0], [0.0, 0.0, 0.0], [0.1, 0.0, 0.0], [-1.0, 0.4, 0.1], [0.1, 0.1, 0.1], [0.1, 0.0, 0.0], [0.1, -0.1, 0.1], [0.0, 0.1, 0.0], [0.1, 0.0, 0.0], [0.0, -0.1, 0.0], [-0.1, 0.0, 0.2], [0.0, 0.1, -0.1], [0.1, 0.0, 0.0], [0.0, 0.0, 0.0], [0.0, 0.1, -0.1], [0.0, 0.0, 0.0], [0.0, 0.0, 0.0], [0.0, 0.0, 0.0], [0.0, 0.0, 0.0], [0.0, 0.0, 0.0], [0.0, 0.0, 0.0], [0.0, 0.0, 0.0], [0.0, 0.0, 0.0], [0.0, 0.0, 0.0], [0.0, 0.0, 0.0], [0.0, 0.0, -0.1], [0.0, 0.0, 0.0], [0.0, 0.0, 0.0], [-0.1, 0.0, 0.0], [0.0, 0.0, 0.0], [0.0, 0.0, 0.0], [0.1, 0.0, 0.0], [0.0, 0.0, 0.0], [0.0, 0.0, 0.0], [0.0, 0.0, 0.0], [0.0, 0.0, 0.0], [0.0, 0.0, 0.0], [0.0, 0.0, 0.0], [0.0, -0.3, -0.3], [0.0, 0.0, 0.0], [0.0, 0.0, 0.0], [0.0, 0.0, 0.0], [0.0, 0.0, 0.0], [0.0, 0.0, 0.0], [0.0, 0.0, 0.0], [0.1, -0.1, 0.1], [0.0, 0.0, 0.0], [0.0, 0.0, 0.0], [0.0, 0.0, 0.0], [0.1, 0.0, 0.0]],
  "mulliken_charge": [0.853, 0.429, 1.661, 0.865, 0.433, -0.938, -0.650, -0.741, -1.016, 0.429, -0.536, -0.682, -0.677, -0.881, -0.370, 0.430, -1.182, -0.580, -1.072, -0.094, 0.371, 0.394, -0.179, 0.486, 0.424, 0.449, 0.374, 0.138, 0.547, 0.453, 0.490, 0.337, 0.543, 0.466, 0.541, 0.120, -1.148, -0.688, 1.154, -0.970, -0.003, -1.158, -1.123, -0.385, 0.781, 0.594, -0.849, -1.472, -0.616, 2.758, -1.741, -0.955, -0.997, -0.921, -0.157, 0.686, 0.411, -1.268, -1.380, -0.183, 0.829, -1.341, -1.227, -1.124, 0.418, 0.411, 0.117, 0.364, 0.503, 0.528, 0.430, 0.247, 0.589, 0.188, 0.372, 0.366, 0.503, -0.203, 0.578, 0.336, 0.340, 0.499, 0.558, -0.253, 0.367, 0.319, 0.503, 0.484, 0.456, 0.290, -0.661, 0.334, 0.538, 0.387, 0.467, 0.265, 0.194, 0.517, 0.491, 0.333, 0.467, 0.220]
}

=====

Q: Which formula does entry 2 have?
A: C39H53IrN4PSbSi3